<w>
The molecule C4H3NO2S. Source: the Open Molecules 2025 dataset; level of theory: the ωB97M-V functional and the def2-TZVPD basis.

Properties
Highest occupied orbital energy (alpha / beta)   -8.286 / -8.286 eV
LUMO (alpha / beta)   -1.6 / -1.6 eV
Net charge   0
Frontier orbital gap (alpha / beta)   6.7 / 6.7 eV

Each line ends with the Mulliken charge.
Atoms and positions in Å:
C  -0.980  0.460  0.928  -0.035
C  0.053  -0.291  0.280  -0.295
C  0.551  -0.192  -2.116  -0.205
C  -1.690  1.423  0.358  -0.239
N  0.413  -0.115  -0.938  -0.020
O  -4.193  2.173  0.249  -0.460
O  -2.548  3.771  1.153  -0.461
S  -2.941  2.404  0.925  0.730
H  -1.138  0.148  1.956  0.331
H  0.615  -1.010  0.853  0.373
H  1.184  0.303  -2.813  0.282

***

<x>
The molecule C4H3NO2S. Source: the Open Molecules 2025 dataset; level of theory: the ωB97M-V functional and the def2-TZVPD basis.

Properties
Highest occupied orbital energy (alpha / beta)   -8.564 / -8.559 eV
LUMO (alpha / beta)   -0.7 / -0.7 eV
Net charge   0
Frontier orbital gap (alpha / beta)   7.8 / 7.8 eV
Structure (SMILES)   O=C1N[C@@H]2OC2=CS1

Each line ends with the Mulliken charge.
Atoms and positions in Å:
C  -0.286  -1.484  0.787  -0.418
C  0.763  -1.244  -0.066  -0.013
C  -1.105  0.908  0.027  0.421
C  1.144  0.084  -0.534  0.037
N  0.249  1.085  -0.049  -0.164
O  -1.899  1.804  0.039  -0.531
O  0.457  -0.771  -1.376  -0.382
S  -1.789  -0.792  0.296  -0.134
H  -0.223  -2.052  1.693  0.431
H  2.145  0.409  -0.774  0.465
H  0.544  2.052  -0.042  0.287

***

Order from most stable to least stable according to the calculation: <x>, <w>

***

<w>
A 2-piece molecular cluster, CH3N2S overall. Source: the Open Molecules 2025 dataset; level of theory: the ωB97M-V functional and the def2-TZVPD basis.

Properties
Highest occupied orbital energy (alpha / beta)   -15.531 / -15.530 eV
LUMO (alpha / beta)   -8.1 / -8.1 eV
Net charge   +1
Frontier orbital gap (alpha / beta)   7.5 / 7.5 eV

Each line ends with the Mulliken charge.
Atoms and positions in Å:
C  0.589  0.113  0.199  0.378
N  1.129  1.139  -0.315  -0.151
N  -1.568  -0.627  -0.122  -0.332
S  2.209  -0.505  0.218  0.181
H  1.103  2.068  -0.673  0.327
H  -2.056  -0.585  0.747  0.302
H  -1.406  -1.603  -0.055  0.296

***

<x>
A 2-piece molecular cluster, CH3N2S overall. Source: the Open Molecules 2025 dataset; level of theory: the ωB97M-V functional and the def2-TZVPD basis.

Properties
Highest occupied orbital energy   -14.783 eV
LUMO   -5.6 eV
Net charge   +1
Frontier orbital gap   9.2 eV

Each line ends with the Mulliken charge.
Atoms and positions in Å:
C  -0.019  -0.156  0.060  0.465
N  -1.239  -0.414  -0.339  -0.274
N  0.748  0.511  0.812  -0.371
S  0.096  -1.511  -1.008  0.065
H  -1.990  -0.013  -0.923  0.357
H  0.378  1.382  0.999  0.289
H  2.027  0.201  0.398  0.470

***

<y>
A 2-piece molecular cluster, CH3N2S overall. Source: the Open Molecules 2025 dataset; level of theory: the ωB97M-V functional and the def2-TZVPD basis.

Properties
Highest occupied orbital energy (alpha / beta)   -14.942 / -14.895 eV
LUMO (alpha / beta)   -9.5 / -9.4 eV
Net charge   +1
Frontier orbital gap (alpha / beta)   5.5 / 5.4 eV

Each line ends with the Mulliken charge.
Atoms and positions in Å:
C  -1.967  0.250  -0.121  0.605
N  -0.817  0.634  -0.067  -0.162
N  1.429  -0.195  0.001  -0.541
S  -3.512  0.106  0.023  0.115
H  1.684  0.193  0.958  0.335
H  1.927  0.212  -0.819  0.318
H  1.256  -1.198  0.024  0.331

***

Order from most stable to least stable according to the calculation: <x>, <y>, <w>

***

<w>
The molecule C2H6N4. Source: the Open Molecules 2025 dataset; level of theory: the ωB97M-V functional and the def2-TZVPD basis.

Properties
Highest occupied orbital energy   -9.647 eV
LUMO   0.7 eV
Net charge   0
Frontier orbital gap   10.3 eV
Structure (SMILES)   CN(N)NC#N

Each line ends with the Mulliken charge.
Atoms and positions in Å:
C  -2.919  -0.053  -0.029  0.342
C  0.471  0.809  -0.462  -0.810
N  -3.997  -0.194  -0.394  -0.418
N  -0.119  -1.453  0.043  -0.515
N  -1.714  0.256  0.394  -0.275
N  -0.527  -0.225  -0.474  -0.027
H  1.250  0.523  -1.170  0.301
H  0.008  1.732  -0.805  0.302
H  0.924  0.970  0.527  0.343
H  0.690  -1.405  0.655  0.235
H  0.017  -2.125  -0.701  0.237
H  -1.544  0.100  1.382  0.284

***

<x>
The molecule C2H6N4. Source: the Open Molecules 2025 dataset; level of theory: the ωB97M-V functional and the def2-TZVPD basis.

Properties
Highest occupied orbital energy   -9.087 eV
LUMO   1.0 eV
Net charge   0
Frontier orbital gap   10.1 eV
Structure (SMILES)   [H]/N=C(/N)NN=C

Each line ends with the Mulliken charge.
Atoms and positions in Å:
C  -0.813  0.107  0.124  0.569
C  1.985  0.351  -0.329  -0.430
H  -2.688  0.186  -0.503  0.242
H  -1.937  -1.417  -0.713  0.252
H  0.105  1.628  0.833  0.293
H  -0.131  -1.676  0.987  0.297
H  1.473  1.334  -0.696  0.346
H  3.049  0.264  -0.204  0.288
N  -1.994  -0.479  -0.229  -0.502
N  -0.718  1.362  0.290  -0.742
N  0.156  -0.917  0.309  -0.016
N  1.514  -0.743  0.131  -0.596

***

Order from most stable to least stable according to the calculation: <x>, <w>

***

<w>
The molecule C2H6N4. Source: the Open Molecules 2025 dataset; level of theory: the ωB97M-V functional and the def2-TZVPD basis.

Properties
Highest occupied orbital energy   -9.566 eV
LUMO   0.1 eV
Net charge   0
Frontier orbital gap   9.6 eV
Structure (SMILES)   [H]/N=C(/N)NN=C

Each line ends with the Mulliken charge.
Atoms and positions in Å:
C  -0.502  0.364  0.712  0.371
C  1.119  -0.987  -1.933  -0.309
H  -1.940  1.049  1.510  0.319
H  -1.299  2.120  0.297  0.296
H  0.403  -1.140  1.614  0.287
H  -0.067  0.414  -1.218  0.251
H  1.757  -1.802  -1.993  0.309
H  0.577  -0.260  -2.738  0.239
N  -1.727  1.132  0.564  -0.552
N  -0.476  -0.531  1.668  -0.661
N  0.514  0.552  -0.286  -0.179
N  1.241  -0.673  -0.538  -0.372

***

<x>
The molecule C2H6N4. Source: the Open Molecules 2025 dataset; level of theory: the ωB97M-V functional and the def2-TZVPD basis.

Properties
Highest occupied orbital energy   -9.268 eV
LUMO   0.6 eV
Net charge   0
Frontier orbital gap   9.8 eV
Structure (SMILES)   [H]/N=C\N(N)/C=N/[H]

Each line ends with the Mulliken charge.
Atoms and positions in Å:
C  1.319  0.407  0.069  0.076
C  -0.584  -0.909  -0.092  0.069
H  -0.271  2.006  0.948  0.282
H  -0.840  2.151  -0.853  0.285
H  1.541  1.389  0.308  0.399
H  1.542  -1.565  -0.332  0.280
H  0.261  -1.768  -0.181  0.099
H  -2.274  -1.974  0.474  0.264
N  -0.935  1.537  -0.006  -0.567
N  -0.049  0.406  -0.334  0.069
N  2.126  -0.692  -0.011  -0.709
N  -1.837  -0.987  0.010  -0.547

***

Order from most stable to least stable according to the calculation: <w>, <x>

***

<w>
The molecule C2H2S4. Source: the Open Molecules 2025 dataset; level of theory: the ωB97M-V functional and the def2-TZVPD basis.

Properties
Highest occupied orbital energy   -8.902 eV
LUMO   -2.1 eV
Net charge   0
Frontier orbital gap   6.8 eV
Structure (SMILES)   S=C(S)C(=S)S

Each line ends with the Mulliken charge.
Atoms and positions in Å:
C  0.775  -0.597  -0.041  -0.036
C  -0.523  0.221  -0.131  0.302
H  1.961  1.467  0.803  0.156
H  -3.063  -0.026  -0.036  0.179
S  2.375  0.234  0.111  -0.121
S  0.805  -2.225  -0.444  -0.179
S  -1.923  -0.952  0.160  -0.142
S  -0.407  1.877  -0.423  -0.159

***

<x>
The molecule C2H2S4. Source: the Open Molecules 2025 dataset; level of theory: the ωB97M-V functional and the def2-TZVPD basis.

Properties
Highest occupied orbital energy   -8.913 eV
LUMO   -1.9 eV
Net charge   0
Frontier orbital gap   7.0 eV
Structure (SMILES)   S=C(S)C(=S)S

Each line ends with the Mulliken charge.
Atoms and positions in Å:
C  0.069  -0.763  0.295  0.368
C  -0.044  0.740  -0.130  0.039
S  1.108  -1.688  -0.522  -0.276
S  -1.134  1.753  0.587  -0.206
S  -1.275  -1.373  1.113  -0.095
S  1.121  1.287  -1.426  -0.080
H  -0.806  -2.515  1.131  0.119
H  0.642  2.457  -1.206  0.130

***

Order from most stable to least stable according to the calculation: <x>, <w>

***

<w>
A 2-piece molecular cluster, C6H12NO overall. Source: the Open Molecules 2025 dataset; level of theory: the ωB97M-V functional and the def2-TZVPD basis.

Properties
Highest occupied orbital energy (alpha / beta)   -11.169 / -12.410 eV
LUMO (alpha / beta)   -5.0 / -3.2 eV
Net charge   +1
Frontier orbital gap (alpha / beta)   6.2 / 9.2 eV

Each line ends with the Mulliken charge.
Atoms and positions in Å:
C  -1.066  -2.926  0.117  -0.127
C  -0.706  -1.742  -0.085  -0.577
C  -0.051  0.147  -1.697  -1.074
C  -1.947  0.982  0.934  -0.717
C  2.543  0.137  0.606  -0.853
C  -0.408  -0.421  -0.405  0.381
N  -0.557  0.550  0.661  -0.190
O  2.516  1.015  -0.380  -0.423
H  -1.361  -3.826  0.574  0.466
H  0.040  -0.538  -2.508  0.428
H  -0.846  0.883  -1.944  0.278
H  0.859  0.584  -1.722  0.316
H  -1.977  1.850  1.691  0.358
H  -2.395  1.239  -0.110  0.279
H  -2.572  0.144  1.268  0.334
H  2.994  -0.849  0.551  0.299
H  1.983  0.351  1.420  0.618
H  -0.030  1.445  0.523  0.480
H  -0.050  0.324  1.512  0.390
H  3.032  0.652  -1.006  0.333

***

<x>
A 2-piece molecular cluster, C6H12NO overall. Source: the Open Molecules 2025 dataset; level of theory: the ωB97M-V functional and the def2-TZVPD basis.

Properties
Highest occupied orbital energy   -13.205 eV
LUMO   -4.7 eV
Net charge   +1
Frontier orbital gap   8.5 eV

Each line ends with the Mulliken charge.
Atoms and positions in Å:
C  -1.383  0.186  -1.738  0.121
C  -1.519  -0.634  0.186  -0.857
C  -0.370  -0.263  -0.788  -0.031
C  1.206  -0.551  1.522  -1.156
C  2.200  1.121  -0.255  -1.082
C  1.175  0.605  0.615  0.396
N  -2.573  -0.218  -0.807  -0.062
O  -1.516  0.620  -2.827  -0.433
H  -1.603  -1.680  0.512  0.311
H  -1.759  -0.091  1.041  0.391
H  0.468  -0.838  -1.245  0.383
H  1.934  -0.435  2.307  0.383
H  0.182  -0.858  1.875  0.298
H  1.485  -1.483  1.111  0.400
H  2.805  0.246  -0.689  0.323
H  2.980  1.380  0.493  0.391
H  1.959  2.050  -0.853  0.313
H  0.666  1.481  1.146  0.215
H  -2.992  -1.070  -1.142  0.346
H  -3.344  0.433  -0.464  0.351

***

<y>
An isolated ion of composition C6H12NO and charge +1. Source: the Open Molecules 2025 dataset; level of theory: the ωB97M-V functional and the def2-TZVPD basis.

Properties
Highest occupied orbital energy   -14.927 eV
LUMO   -4.4 eV
Net charge   +1
Frontier orbital gap   10.5 eV
Structure (SMILES)   C[N+]1=COCC1(C)C

Each line ends with the Mulliken charge.
Atoms and positions in Å:
C  0.009  -1.290  -1.546  -0.025
C  -1.341  -1.119  0.177  -0.672
C  -0.259  -0.029  0.376  1.290
C  0.489  -0.117  1.674  -1.422
C  -0.957  1.282  0.405  -1.918
C  1.637  0.567  -1.342  -0.896
N  0.536  -0.213  -0.845  0.183
O  -1.048  -1.795  -1.037  -0.224
H  0.271  -1.404  -2.602  0.392
H  -1.321  -1.992  0.953  0.303
H  -2.361  -0.671  0.267  0.342
H  1.409  0.556  1.840  0.326
H  0.807  -1.085  2.014  0.459
H  -0.182  0.019  2.629  0.353
H  -0.308  2.069  0.665  0.474
H  -1.685  1.180  1.203  0.502
H  -1.461  1.514  -0.506  0.473
H  1.794  1.508  -0.702  0.318
H  1.473  0.996  -2.363  0.346
H  2.497  0.024  -1.259  0.396

***

<z>
C6H12NO as an isolated structure. Source: the Open Molecules 2025 dataset; level of theory: the ωB97M-V functional and the def2-TZVPD basis.

Properties
Highest occupied orbital energy   -13.976 eV
LUMO   -7.7 eV
Net charge   +1
Frontier orbital gap   6.3 eV

Each line ends with the Mulliken charge.
Atoms and positions in Å:
O  1.763  1.400  0.507  -0.463
C  1.865  0.694  -0.526  -0.532
C  0.479  -0.352  -0.399  -0.023
C  -0.735  0.838  -0.521  -1.039
C  -0.914  -0.152  0.440  1.429
C  -0.715  0.228  1.848  -1.404
C  -1.743  -1.354  0.027  -0.968
N  0.054  -1.132  -1.448  -0.516
H  2.709  0.006  -0.615  0.380
H  1.782  1.186  -1.496  0.381
H  -1.176  0.703  -1.489  0.355
H  -0.438  1.837  -0.257  0.385
H  -0.042  1.078  1.892  0.360
H  -0.268  -0.570  2.408  0.405
H  -2.700  -1.161  -0.435  0.345
H  0.652  -1.945  -1.567  0.330
H  -1.062  -1.622  -0.837  0.183
H  -1.671  0.475  2.294  0.414
H  0.930  -0.956  0.337  0.616
H  -1.771  -2.194  0.700  0.362

***

Order from most stable to least stable according to the calculation: <y>, <x>, <w>, <z>

***

<w>
The molecule C2H5BO. Source: the Open Molecules 2025 dataset; level of theory: the ωB97M-V functional and the def2-TZVPD basis.

Properties
Highest occupied orbital energy   -9.953 eV
LUMO   0.2 eV
Net charge   0
Frontier orbital gap   10.1 eV
Structure (SMILES)   BCC=O

Each line ends with the Mulliken charge.
Atoms and positions in Å:
B  -0.931  1.002  -0.029  0.124
C  1.215  -0.494  -0.016  0.068
C  -0.291  -0.439  0.001  -0.561
O  1.967  0.437  -0.009  -0.450
H  -1.809  1.241  -0.761  -0.050
H  -0.537  1.816  0.708  -0.035
H  1.607  -1.533  -0.049  0.321
H  -0.580  -0.921  0.942  0.270
H  -0.640  -1.111  -0.787  0.313

***

<x>
The molecule C2H5BO. Source: the Open Molecules 2025 dataset; level of theory: the ωB97M-V functional and the def2-TZVPD basis.

Properties
Highest occupied orbital energy   -8.525 eV
LUMO   0.8 eV
Net charge   0
Frontier orbital gap   9.3 eV

Each line ends with the Mulliken charge.
Atoms and positions in Å:
B  -1.718  -0.440  0.123  0.025
C  0.260  0.967  0.482  -0.203
C  1.434  0.233  -0.153  -0.783
O  -0.682  0.186  0.496  0.222
H  -2.301  -1.119  0.961  -0.060
H  -2.043  -0.147  -0.914  -0.061
H  2.366  0.722  -0.040  0.301
H  1.398  -0.698  0.289  0.294
H  1.285  0.296  -1.243  0.264

***

<y>
The molecule C2H5BO. Source: the Open Molecules 2025 dataset; level of theory: the ωB97M-V functional and the def2-TZVPD basis.

Properties
Highest occupied orbital energy   -9.256 eV
LUMO   0.8 eV
Net charge   0
Frontier orbital gap   10.0 eV

Each line ends with the Mulliken charge.
Atoms and positions in Å:
B  -0.745  0.509  1.492  0.404
C  -0.002  0.030  -0.061  0.235
C  0.509  -0.361  -1.358  -0.889
O  0.594  -0.100  1.063  -0.434
H  -0.790  1.618  1.610  -0.097
H  -1.521  -0.204  1.917  -0.092
H  0.188  0.204  -2.124  0.320
H  1.588  -0.340  -1.199  0.290
H  0.179  -1.357  -1.340  0.264

***

Order from most stable to least stable according to the calculation: <w>, <y>, <x>

***

<w>
An isolated ion of composition H3NOPS and charge -1. Source: the Open Molecules 2025 dataset; level of theory: the ωB97M-V functional and the def2-TZVPD basis.

Properties
Highest occupied orbital energy (alpha / beta)   -1.980 / -1.986 eV
LUMO (alpha / beta)   4.2 / 4.2 eV
Net charge   -1
Frontier orbital gap (alpha / beta)   6.2 / 6.2 eV
Structure (SMILES)   [O-]NSP

Each line ends with the Mulliken charge.
Atoms and positions in Å:
N  0.399  0.034  -2.323  -0.043
O  0.205  -0.233  -3.495  -0.563
P  -0.604  -0.241  0.399  -0.194
S  -1.116  0.917  -1.216  -0.324
H  0.560  -0.814  -1.586  0.111
H  -1.449  0.407  1.358  0.001
H  0.753  0.255  0.552  0.012

***

<x>
A 2-piece molecular cluster, H3NOPS overall. Source: the Open Molecules 2025 dataset; level of theory: the ωB97M-V functional and the def2-TZVPD basis.

Properties
Highest occupied orbital energy   -2.393 eV
LUMO   2.1 eV
Net charge   -1
Frontier orbital gap   4.5 eV

Each line ends with the Mulliken charge.
Atoms and positions in Å:
N  -1.998  1.342  -0.146  0.020
O  -3.060  0.665  -0.241  -0.257
P  2.205  -1.045  -0.787  -0.203
S  2.429  0.234  0.752  -0.705
H  -1.671  1.438  0.886  0.228
H  2.714  -0.149  -1.774  -0.037
H  3.466  -1.667  -0.780  -0.047

***

Order from most stable to least stable according to the calculation: <x>, <w>